(1)
Computed, not measured: the molecule C8H6F3NO2 in a non-equilibrium geometry, with ωB97M-V with the def2-TZVPD basis set.

Each line ends with the Löwdin charge.
Geometry (Å):
F 0.0189 1.5113 -2.8417  0.1660
C 0.5224 0.6881 1.6965  0.0085
F 1.5435 0.2267 -2.0496  0.1628
H 1.9355 -2.2595 1.9357  0.1249
H -1.6494 -0.3634 -2.2980  0.1441
H -0.3412 -1.4414 -1.7273  0.1414
C 0.5954 1.1115 -1.7053  -0.5752
F 1.2187 2.1641 -1.1792  0.1787
C -1.0989 -0.7160 -1.4214  -0.0646
H 1.6069 -0.0471 3.4967  0.1096
C 0.3071 0.0424 0.5147  -0.2163
C -0.4221 0.4896 -0.7213  -0.3721
O -1.3284 1.5224 -0.4509  0.0640
N -2.7283 -1.7861 0.2715  0.1789
H 0.2027 1.6771 1.9526  0.1198
H -1.9382 1.2488 0.2469  0.1235
O 0.8653 -1.1856 0.5373  0.0364
C 1.2617 -0.2148 2.4982  -0.0266
C 1.4398 -1.3298 1.7416  -0.0856
C -2.0116 -1.3383 -0.4970  -0.2181

As for the HOMO-LUMO gap (spin up / spin down): 5.87 / 8.09 eV. Its energy above the lowest of the compared OMol25 structures with the same formula, charge and spin is 0.0 kJ/mol. The value obtained for the largest force on an atom is 6.12 eV Å⁻¹. As for the spin multiplicity: 3. The HOMO energy (spin up / spin down) comes out at -5.1 / -10.6 eV. For the molar mass, the calculation gives 205.1 g mol⁻¹.

=====

(2)
Computed, not measured: a cluster of 22 separate species, C62H186N38O36P8 in total in a non-equilibrium geometry, with ωB97M-V with the def2-TZVPD basis set.

Each line ends with the Löwdin charge.
Geometry (Å):
O 4.0421 1.3715 4.4624  0.0647
C 5.5842 1.7146 2.8094  0.0531
H 4.2681 -3.8026 -3.2363  0.1049
C -10.3136 4.0903 4.8897  -0.1065
H -1.8622 4.0492 3.5012  0.0937
C 5.9622 6.3610 -4.5046  -0.1321
O -4.5072 2.0865 -5.6312  0.0336
H 1.1288 1.5341 1.3183  0.0638
H 4.3230 -7.8543 2.4625  0.0618
H -3.3902 1.2603 -8.3096  0.0749
H -2.8458 -6.7062 -1.6427  0.1049
H 6.4202 3.3196 -0.0630  0.0727
O -7.1748 -1.6157 -2.2057  0.0411
N -8.1921 3.9012 7.1710  -0.3003
H -2.1616 -3.5889 -6.0121  0.0638
H 0.3633 4.0910 8.8387  0.1051
H -8.0941 4.6471 9.1366  0.0688
H -1.5298 0.1556 2.8639  0.0923
C -2.2222 0.5763 7.0521  0.0502
N -1.0414 -2.1925 -7.1895  -0.3142
H 8.1181 -0.4418 -4.2487  0.0807
H 3.3928 -11.2251 1.5491  0.0851
H 2.9051 -0.7406 5.0737  0.0719
N 2.3823 -7.3552 2.8961  -0.3094
C 1.4755 1.8072 -1.3099  -0.1111
N -5.2731 -1.8047 3.6603  -0.2856
H -2.1399 1.2959 -9.6008  0.0760
H 8.4095 1.6547 -1.9899  0.0769
C -4.9321 2.9081 0.1355  -0.0937
H -5.0304 -3.1697 5.3428  0.0720
H 3.9304 -1.7186 6.0612  0.1041
H 0.5517 -8.4198 -6.0665  0.0999
H 3.5860 -10.0306 2.8175  0.0699
C 5.0833 -0.6528 -0.9683  -0.1119
H 2.2207 -2.3785 5.6502  0.0955
N 1.8874 -9.6830 1.5692  -0.3136
H -1.9268 1.1697 -5.9317  0.0497
H 3.6692 2.6826 -7.2798  0.1012
N 8.8352 -1.3235 0.3166  -0.2943
H 1.2417 -4.6321 2.3400  0.0930
H 2.4684 -9.4753 -0.7071  0.0620
H -1.7694 2.2118 -1.1173  0.0514
O 4.8773 -3.3777 -6.1968  0.0432
H 4.8683 -1.1658 1.4271  0.0421
H 7.1421 6.2972 -0.2679  0.0576
H 4.0545 5.8510 -2.2606  0.0569
H -0.2598 -4.4677 1.4068  0.0602
H -4.6823 -0.9181 -4.9684  0.0685
O 0.9959 6.4816 -4.0864  0.0718
H 2.0803 -8.1434 -6.8872  0.0994
N -3.9879 6.5760 0.4272  -0.2797
H -4.1328 1.5744 -3.3285  0.0744
H 3.4541 5.1723 -0.7972  0.0754
H 0.4567 2.3343 8.9232  0.0999
O 7.7220 -2.8741 -1.5296  -0.3134
H 0.0030 -5.7413 2.4978  0.0577
H 4.1477 -7.2135 4.0103  0.0945
H 0.3236 -10.9311 2.4202  0.0787
O 0.1339 -7.6856 1.3861  -0.3122
C -1.5156 0.3101 1.7850  -0.1267
H -0.4378 1.6775 -6.7383  0.0751
C 7.5120 1.0557 -1.8354  -0.1763
N 6.1918 -1.1224 -0.1719  -0.3070
N 3.5390 -2.4591 4.1095  -0.4050
C -0.7286 5.8690 -2.8243  0.0249
H -0.4620 0.1269 -5.9785  0.0735
C 3.0842 -1.7723 5.3763  0.0656
C 0.8919 0.5105 1.6084  -0.1135
C -1.7302 3.9733 2.4219  -0.1878
C -8.7963 2.9968 3.3451  -0.1064
H 5.7175 8.3229 -3.0372  0.0804
H -4.9834 -1.9999 -2.4834  0.0858
H -4.2148 -0.0841 3.8320  0.0714
P -6.8598 -2.2777 3.2511  0.5878
H 4.6666 -5.5899 -6.8973  0.0623
H -8.0470 1.0846 5.6760  0.0753
H 1.2986 -8.5029 -1.5935  0.0914
N -0.4713 -3.9061 3.5339  -0.3665
H 3.1606 10.8984 -0.5220  0.1069
H 6.6592 5.9118 -5.2121  0.0833
H -0.0171 -10.2750 0.8367  0.0666
H 0.9740 -2.9300 -7.5706  0.0724
H -4.2720 -0.3223 -2.2020  0.0785
H -1.3777 5.1032 -3.2488  0.0988
C -4.6190 -0.7084 3.0352  -0.1281
H 2.1130 1.8100 -2.1941  0.0506
H -5.4223 -2.5480 -6.5645  0.0770
N -0.3563 0.0444 1.0022  -0.2870
H 5.3621 -0.5990 -2.0206  0.0902
N -6.3643 -0.7819 -1.7462  -0.4160
H 3.9788 -9.5819 1.2290  0.0674
N 6.4493 6.3415 -3.1710  -0.2994
H -5.0878 6.6346 2.3359  0.0620
H -3.5420 -6.4960 -0.0355  0.1031
H -7.2425 -3.0296 6.6533  0.0786
H -2.2735 0.8766 6.0056  0.0924
H 3.5659 4.1070 -2.2136  0.0729
H 3.4523 9.6192 0.6071  0.1151
H -0.7807 6.5366 0.9956  0.0790
H -5.6403 -1.0401 -7.3208  0.0768
H 4.1501 -1.1640 -0.7317  0.0724
N 2.4253 -7.5809 0.0271  -0.2896
H -6.5916 -3.4049 -0.1127  0.0634
C -8.9761 2.7427 7.7064  -0.0923
H 1.7292 -0.1677 1.4438  0.0587
H 2.0077 -3.0985 -0.2122  0.0759
C 2.3901 -6.2027 -0.3541  -0.1314
N -2.1367 5.1031 1.8098  -0.3242
H -0.9515 6.8626 -3.2129  0.1073
H 9.0933 0.8161 0.2635  0.0604
C 3.7604 -7.0902 2.9990  -0.1286
H 9.4540 4.5065 -3.2170  0.0648
O -2.5567 -1.6700 -9.3030  -0.3117
C -4.5541 7.2361 1.6001  -0.1153
H -7.0809 -1.4073 5.9831  0.0572
H 10.8882 -1.9435 -0.2113  0.0832
H -5.2873 -0.0188 2.5194  0.0712
O 6.7372 -5.6546 -4.2131  0.0560
H 4.5650 -5.3103 -8.6320  0.0892
C 5.4476 3.3573 -0.5537  -0.1309
H -4.7008 -4.5645 2.7297  0.0613
C 0.7827 -10.6594 1.4696  -0.1020
C 10.0004 -2.2046 0.3647  -0.1215
N 0.5157 5.5683 -3.4869  -0.4881
H 5.2920 0.8915 2.1573  0.0822
H -3.4071 3.2747 -3.2558  0.0909
H -1.4238 1.4977 -2.6658  0.0657
H 6.4550 -1.7584 1.8424  0.0819
H -7.6970 -4.5462 0.5923  0.0719
H -11.0578 3.4122 4.4721  0.0748
C 0.1536 -4.6666 2.3956  0.0228
O 2.5034 -5.7669 -6.0700  0.0552
H 5.2456 2.5063 -1.2042  0.0616
C 6.1155 7.5392 -2.3926  -0.1060
H -3.8216 -0.9087 2.3196  0.0548
C -7.2375 -3.5704 0.7496  -0.1123
C 1.1663 -7.6576 -6.5454  0.0429
H 1.4141 -5.8636 -0.7013  0.0802
H -0.4242 5.8697 2.5498  0.0727
N -4.7367 3.0017 -4.8187  -0.4078
C -5.1456 2.9150 5.6549  -0.1170
H 2.1054 -8.2036 4.8315  0.0871
C -4.9315 -1.1151 -1.8489  0.0317
H 2.1708 1.4324 -0.5588  0.0502
O 2.0483 2.5268 6.7244  0.0523
H 9.5829 0.2576 -3.4664  0.0788
C 8.1637 5.9822 -0.4807  -0.1519
H -2.1744 -0.4615 1.3866  0.0512
C 3.9567 1.9050 -6.5721  0.0605
H -7.1574 -5.0080 4.6691  0.0745
H 10.3090 5.2475 -1.8527  0.0765
H 0.2352 -3.2922 -0.2119  0.0587
C 5.1894 -5.1595 -7.7514  0.0551
H 3.0428 -6.0661 -1.2163  0.0744
H 8.1407 0.1600 1.5744  0.0534
C 9.4239 5.3139 -2.4854  -0.0940
N 1.6040 -6.4998 -5.7229  -0.4004
N 5.6706 -5.3863 -3.6403  -0.4146
H 0.6868 -7.2026 -7.4121  0.1010
O -7.1032 5.3519 5.2392  -0.2991
O 3.5234 -1.7954 3.0570  0.0169
H 9.1974 -1.4141 -3.2522  0.0685
C -4.9511 -1.8840 -7.2892  -0.1467
H -8.0904 -2.8928 0.7131  0.0774
H 0.8156 0.5877 2.6930  0.0786
H -0.6144 3.0080 -2.1554  0.0523
H 5.0125 5.8354 -4.6038  0.0676
N 1.0994 3.0727 7.2487  -0.4741
C 1.3375 -1.6349 -2.2356  -0.1062
C -4.2836 2.6495 -3.4262  0.0422
O -5.2437 4.1101 -4.9328  0.0750
O -3.6453 -4.4382 -1.7557  0.0411
H 5.8050 7.4082 -4.7632  0.0801
H 2.0653 3.3529 9.0243  0.1069
H -5.1240 2.9848 -2.8184  0.0906
N 7.9860 -0.2827 -2.0726  -0.2950
H -4.6754 4.7488 3.0239  0.0736
C -3.6795 7.4372 -0.7291  -0.1215
H 6.9751 7.9758 -1.8841  0.0708
N 5.1996 1.2598 4.1810  -0.4444
C 1.6805 -7.4868 4.1288  -0.1418
O -2.2389 -4.1735 -0.1001  0.0340
H -1.2260 0.6935 7.4786  0.0760
H -1.6129 7.0675 2.5835  0.0739
N -3.1235 1.4257 7.9541  -0.4288
H -7.0533 5.4838 7.9013  0.0776
H -6.3277 0.5983 5.8650  0.0685
H -1.8499 2.2429 -8.2043  0.0737
C 5.3236 -4.0741 -3.2243  -0.0137
H 0.5034 -2.2060 -2.6433  0.0828
O -1.2403 -3.0028 3.1597  0.0328
H -5.0747 3.0410 2.6805  0.0671
H -10.3661 4.9369 4.2052  0.0794
C -7.0221 1.2620 5.3500  -0.0873
O -6.5958 0.3086 -1.2112  0.0425
O -0.1341 -4.0250 4.7203  0.0337
N 8.1532 5.1805 -1.6720  -0.3106
H -3.7080 6.8206 -1.6274  0.0643
O 2.2780 2.0446 -4.9050  0.0475
P 6.7330 4.8124 -2.5719  0.6405
C 8.7433 -0.4287 -3.3560  -0.0710
H 0.6329 -7.7559 3.9935  0.0773
H 2.7706 -5.5707 0.4484  0.0684
C 3.3959 9.8359 -0.4596  0.0302
H -5.3568 -5.0278 1.1975  0.0764
H -4.7930 -1.3487 -0.7933  0.1036
H -4.9233 3.7969 6.2557  0.0920
P -0.3491 -0.3444 -0.6557  0.5830
H -1.7199 -6.5913 -0.1732  0.0883
O 4.8322 -6.2550 -3.3610  0.0205
O 1.2871 9.3290 -0.8703  0.0872
N -6.5526 2.6670 5.5422  -0.2776
H 1.0926 -11.4927 0.8390  0.0775
H -0.6739 3.8139 2.2052  0.0873
O -2.7693 2.5758 8.2764  0.0378
H 4.8878 0.3429 -0.5701  0.0602
N 5.0172 -3.6825 -7.3841  -0.4094
H -0.1875 -2.6051 -8.8775  0.0769
O 6.0481 0.7256 4.8700  0.0628
H 3.4395 0.9723 -6.7971  0.0997
H 5.3986 7.4070 -1.5822  0.0537
C -1.2406 6.2656 1.9459  -0.0741
H 9.9138 0.0981 1.6028  0.0862
H -4.6444 2.0386 6.0659  0.0498
N -4.3696 3.9688 0.9575  -0.3026
C -1.0867 0.8256 -6.5349  -0.1340
C -8.0257 -4.3835 4.4593  -0.1184
H -2.2636 3.1284 1.9864  0.0585
C 1.0565 -2.6008 -0.0234  -0.1022
H -5.2550 7.9857 1.2327  0.0776
N 0.1257 1.1664 -1.3809  -0.2447
H -0.3516 5.8000 -1.8039  0.1048
O 0.8479 4.4200 -3.5933  0.0544
N -8.9766 3.4742 4.7291  -0.3064
C 3.2528 -10.1711 1.7892  -0.1147
H -3.3641 -2.0788 -4.6313  0.0723
H 1.4917 -6.5547 4.6613  0.0749
H 7.2249 1.1195 -0.7859  0.0522
H -8.6311 -2.1427 6.2494  0.0821
H -8.3471 1.8594 7.5956  0.0548
H -6.0447 4.4566 2.0318  0.0858
C -5.0622 4.0541 2.2784  -0.0843
H -2.7006 7.9167 -0.7310  0.0694
C 0.2216 -2.2324 -7.9384  -0.1042
H 6.0355 -3.4657 -3.7822  0.0935
O -4.0642 0.8420 8.4200  0.0681
O -7.5638 -1.0743 2.7876  -0.2934
H 0.7074 -1.2602 -8.0216  0.0746
C -1.1707 -3.4590 -6.4475  -0.1145
H -9.4682 2.1645 3.1356  0.0922
C -2.6595 -6.3056 -0.6462  0.0482
O 3.7999 -3.6349 4.2447  0.0641
H -10.5919 4.2168 5.9360  0.0679
C -5.1975 -4.1656 1.8452  -0.1144
C 2.2701 -8.4781 -1.0999  -0.1139
H 10.2016 -2.4969 1.3953  0.0808
O 6.9261 3.6869 -3.5570  -0.3012
O 2.7322 7.6773 -0.8643  0.0491
C -4.4644 -2.6321 4.5820  -0.0932
H 5.7351 -3.7819 -2.2582  0.0760
H 5.0449 1.9469 -6.5268  0.1058
N 5.4459 4.5695 -1.3729  -0.2742
C -3.6720 -1.2266 -5.2370  -0.0553
H 5.4918 -2.7813 0.7769  0.0910
H 5.1056 2.6395 2.4875  0.0911
H -4.4320 -3.4611 1.5201  0.0726
O 0.1846 3.5226 6.5839  0.0458
N -3.6507 -1.6411 -6.7197  -0.2891
H -4.3672 2.7688 -0.7862  0.0500
H -3.1385 -0.2860 -5.0996  0.0458
P -7.5803 3.9900 5.6177  0.5553
N -7.5805 -3.0143 4.5908  -0.3081
H -6.9184 1.0441 4.2871  0.0518
H 6.8684 1.4546 -2.6195  0.0673
N 0.9606 -1.3870 -0.8577  -0.2927
H 4.7020 3.3949 0.2406  0.0720
P -3.2068 4.9944 0.4643  0.6357
H -4.4294 8.2180 -0.8561  0.0767
H -1.9607 1.1981 1.3364  0.0658
H -8.7644 -4.5910 5.2335  0.0828
H 9.4691 6.2230 -3.0850  0.0717
H -1.0472 -4.2585 -7.1780  0.0702
N -2.8818 -4.8905 -0.8668  -0.4174
C -0.9662 2.0287 -1.8311  -0.1184
H 3.1437 -8.4635 -1.7516  0.0902
C -7.6224 -2.3489 5.8916  -0.1033
N -1.7215 0.2560 -7.7189  -0.3047
O 1.0819 -6.4455 -4.5640  0.0212
O 5.1148 -2.9268 -8.3378  0.0505
C -7.4384 4.5344 8.2732  -0.1157
C 5.7083 -1.7481 1.0484  -0.1133
H -3.8344 7.8311 2.1623  0.0668
H -6.7256 3.8613 8.7496  0.0744
H 8.8566 6.8158 -0.5949  0.0845
C 1.0284 3.2372 8.7088  0.0572
H 1.3984 2.8937 -1.2713  0.0645
H 2.3004 -2.1441 -2.1955  0.0661
N 2.3952 8.8597 -0.7950  -0.4556
P 1.5892 -8.0112 1.4903  0.6506
H -4.8352 -2.3168 -8.2828  0.0722
H 8.3698 5.2762 0.3238  0.0743
C 9.0323 -0.0108 0.9710  -0.0934
H -2.2261 -0.5085 7.1582  0.0897
C -2.3235 1.3155 -8.5265  -0.1143
H 6.1785 -5.4292 -8.1217  0.1035
N 3.2246 2.5693 -5.4610  -0.4067
H 3.8885 -6.0687 2.6409  0.0732
N -6.4896 -3.4719 2.0319  -0.2688
H -3.8088 -3.3039 4.0280  0.0478
O 3.4991 3.7748 -5.1965  0.0063
H -9.8519 2.5759 7.0793  0.0660
H -5.9947 3.1178 0.0136  0.0925
H -8.4207 -4.7108 3.4975  0.0766
H -9.0723 2.7032 8.7914  0.0807
H -0.3996 -3.6109 -5.6922  0.0748
H 1.4189 -0.7575 -2.8772  0.0781
P 7.6932 -1.5048 -0.9108  0.6092
C 4.0446 4.9284 -1.6803  -0.1069
H 9.6387 -3.1666 0.0018  0.0645
P -2.3513 -1.3633 -7.8416  0.6176
H 6.6730 1.7672 2.8140  0.0907
H 4.2594 9.5709 -1.0696  0.0908
H -4.8882 1.9404 0.6353  0.0717
H -4.6451 2.9410 4.6869  0.0504
O -2.4012 4.6486 -0.7719  -0.3079
H 0.9818 -2.4250 1.0497  0.0606
H -8.8307 3.8698 2.6933  0.0824
O -1.5953 -0.8527 -1.2230  -0.2651
H -3.8304 -1.9977 5.2013  0.0697
H -7.7996 2.5620 3.2709  0.0471

As for the HOMO-LUMO gap: 7.46 eV. The value obtained for the largest force on an atom is 5.82 eV Å⁻¹. The HOMO energy comes out at -7.7 eV. For the molar mass, the calculation gives 2288.2 g mol⁻¹.